1.
38
Properties=species:S:1:pos:R:3:mulliken_charge:R:1 method="wB97M-V/def2-TZVPD" homo_energy_ha="-0.4192 / -0.4857" s_squared=3.7560 charge=+1 spin_multiplicity=4 e_tot_ev=-54069.1552
V -0.579 0.121 -0.331 0.9192
Cl -0.815 2.332 0.018 -0.5276
O -1.514 -0.031 -2.185 -0.3961
O -1.325 -1.178 1.123 -0.5637
O 1.412 -0.033 0.454 -0.3634
C -0.471 0.070 3.042 -1.1530
C -1.322 -0.818 -3.363 0.8647
C 2.849 0.793 2.394 -1.1628
C 0.106 -1.450 -3.220 -1.3273
C 3.534 1.320 0.057 -1.6177
C -1.651 -0.780 2.477 0.4869
C 2.425 1.057 0.957 0.8552
C -3.119 -0.281 2.755 -1.2820
C -1.437 -0.113 -4.646 -1.3865
H 4.430 0.725 0.270 0.3845
H -2.365 0.406 -2.237 0.2302
H 0.680 -1.149 -4.113 0.3843
H -1.527 -1.712 2.997 0.2343
H 0.221 -2.502 -3.104 0.3177
H 1.695 1.858 0.943 0.1105
H -3.297 0.024 3.805 0.3541
H -0.527 -0.041 4.110 0.4873
H 1.909 -0.674 -0.054 0.2473
H 3.314 1.439 -0.958 0.4664
H -1.610 -0.765 -5.476 0.3847
H -2.087 -1.735 0.809 0.3168
H 0.691 -0.907 -2.498 0.1759
H -2.338 0.508 -4.483 0.3781
H -0.514 1.151 2.903 0.3592
H -3.811 -1.079 2.479 0.3954
H -3.299 0.555 2.084 0.3106
H -2.149 -1.583 -3.339 0.2789
H 2.881 -0.329 2.467 0.2789
H -0.480 0.444 -4.904 0.3283
H 3.785 1.348 2.657 0.3760
H 2.028 1.102 3.072 0.2591
H 0.458 -0.449 2.748 0.1661
H 3.817 2.359 0.289 0.4297

***

2.
47
Properties=species:S:1:pos:R:3:mulliken_charge:R:1 method="wB97M-V/def2-TZVPD" smiles="O=[N+]([O-])c1ccc(N2CCN(CCO)CC2)cc1NCc1ccco1" de_lowest_kcal_mol=158.34 homo_energy_ha=-0.2984 e_tot_ev=-32133.0681
O -0.494 -3.216 -0.785 -0.3599
O -2.278 3.203 -3.958 -0.5589
O 3.224 -0.427 4.982 -0.6821
O 2.707 -2.389 4.278 -0.7705
N 0.858 -2.693 2.496 -0.0565
N -1.106 1.697 -1.915 0.2583
N 2.555 -1.162 4.272 1.0708
N -1.119 1.410 0.930 0.0174
C 1.380 -2.628 -1.826 -0.4763
C 0.776 -1.346 2.543 0.2803
C 1.466 0.807 3.446 -0.7134
C -0.218 0.741 1.722 0.7041
C 0.596 1.464 2.628 -0.7638
C -0.116 -0.646 1.724 0.5810
C 0.159 -3.531 1.557 -0.9842
C -0.645 1.553 -3.289 -0.5990
C -0.158 2.412 -1.076 -0.5640
C -0.926 2.844 -4.064 -0.4676
C -1.452 0.428 -1.296 -0.5398
C -2.056 0.705 0.083 -1.5781
C 1.600 -0.590 3.423 -0.8499
C 0.499 -3.206 0.132 0.4968
C -0.768 2.669 0.307 -1.1176
C 1.674 -2.845 -0.457 -0.3729
C 0.051 -2.871 -1.966 -0.6740
H -2.388 -0.215 0.560 0.5375
H -2.188 -0.080 -1.923 0.6516
H -0.715 2.699 -5.126 0.3869
H 2.626 -2.747 0.023 0.5464
H 0.778 1.837 -0.952 0.2558
H 0.084 3.367 -1.545 0.4652
H 0.435 -4.566 1.780 0.4186
H -0.285 3.659 -3.695 0.2593
H -0.720 -1.224 1.050 0.1521
H -0.568 -0.224 -1.191 0.3046
H 0.425 1.297 -3.349 0.3081
H 1.584 -3.098 3.082 0.2808
H -1.218 0.747 -3.752 0.3637
H 2.067 -2.334 -2.593 0.4688
H -1.679 3.265 0.199 0.3497
H 0.512 2.535 2.704 0.4361
H 2.083 1.353 4.142 0.4927
H -0.602 -2.839 -2.816 0.5127
H -0.056 3.222 0.914 0.3701
H -2.530 3.048 -3.037 0.3534
H -0.928 -3.440 1.681 0.3475
H -2.928 1.356 -0.044 0.4582

***

3.
18
Properties=species:S:1:pos:R:3:mulliken_charge:R:1 method="wB97M-V/def2-TZVPD" de_lowest_kcal_mol=16.85 homo_energy_ha="-0.3430 / -0.5407" s_squared=2.0058 charge=+1 spin_multiplicity=3 e_tot_ev=-10247.7201
O 1.011 0.633 1.667 -0.5536
N 0.820 1.012 -1.301 -0.3952
N -0.973 0.043 -0.169 0.8313
N -1.731 1.209 -0.221 -0.7328
N -1.598 -1.106 0.130 -0.6346
C 1.041 -1.232 -0.331 -1.8642
C 0.282 -0.023 -0.565 1.0735
H 1.266 1.283 2.232 0.2661
H -2.269 -0.870 0.849 0.2654
H -1.226 2.039 0.061 0.2665
H 0.466 1.803 -1.625 0.1256
H 1.521 -0.200 1.730 0.2885
H 1.042 -1.890 -1.181 0.3901
H -2.522 1.096 0.405 0.3054
H 0.865 -1.842 0.581 0.4365
H 1.824 0.818 -1.509 0.2388
H 2.157 -1.125 -0.213 0.5063
H -1.976 -1.650 -0.539 0.1865

***

4.
11
Properties=species:S:1:pos:R:3:mulliken_charge:R:1 method="wB97M-V/def2-TZVPD" smiles="Nn1oc(=O)nc1O" de_lowest_kcal_mol=40.54 homo_energy_ha=-0.3810 e_tot_ev=-12732.1998
O -0.118 -1.207 -0.726 -0.2242
O 0.629 1.715 1.129 -0.4368
O 1.446 -2.789 -0.083 -0.5333
N -1.199 0.928 -0.605 -0.7405
N 1.185 -0.659 1.085 -0.4948
N 0.067 0.210 -0.617 0.1697
C 0.758 0.506 0.626 0.5704
C 0.863 -1.681 0.124 0.5891
H -1.609 0.679 -1.630 0.3591
H -1.755 0.301 -0.077 0.2723
H -0.266 1.996 0.775 0.4689

***

| no. | largest force on an atom (hartree/bohr) |
| --- | --- |
| 1 | 0.074 |
| 2 | 0.025 |
| 3 | 0.126 |
| 4 | 0.114 |